Entry 1:
The following is a quantum chemistry calculation of a cluster of 8 separate species, C16H28Cl6O23S5 in total at a distorted geometry, from the OMol25 dataset.

XYZ file:
```
78
C16H28Cl6O23S5 ωB97M-V with the def2-TZVPD basis set
C -2.62 -13.82 -10.15
Cl -4.38 -13.85 -10.50
Cl -1.66 -12.81 -11.28
Cl -1.99 -15.44 -10.14
H -2.41 -13.40 -9.16
C -4.61 -21.36 -5.62
Cl -5.27 -22.98 -6.15
Cl -3.83 -20.51 -6.96
Cl -3.36 -21.65 -4.42
H -5.43 -20.76 -5.22
C 3.42 -17.64 -12.00
C 2.83 -19.03 -11.56
C 3.80 -20.15 -11.78
O 3.73 -20.95 -10.62
C 2.97 -20.34 -9.72
O 2.70 -20.88 -8.65
O 2.53 -19.11 -10.18
H 2.59 -16.98 -12.25
H 4.03 -17.75 -12.90
H 3.91 -16.98 -11.29
H 1.95 -19.17 -12.18
H 4.81 -19.78 -11.95
H 3.49 -20.85 -12.56
C 0.39 -16.37 -4.74
C 1.90 -16.75 -4.63
O 2.55 -15.77 -5.31
S 1.80 -14.28 -5.24
O 1.91 -13.62 -6.53
O 2.30 -13.61 -4.09
O 0.32 -15.01 -5.03
H -0.15 -16.57 -3.81
H -0.20 -16.79 -5.55
H 2.06 -17.68 -5.17
H 2.22 -16.90 -3.60
C 1.73 -14.61 1.43
C 1.80 -15.02 2.91
O 1.27 -16.28 3.04
S 0.83 -16.95 1.58
O -0.51 -17.54 1.55
O 1.92 -17.77 1.00
O 0.79 -15.47 0.83
H 2.73 -14.74 1.01
H 1.41 -13.57 1.37
H 1.35 -14.33 3.63
H 2.83 -15.00 3.26
C 7.74 -14.75 -7.11
C 9.19 -14.45 -7.40
O 9.52 -15.52 -8.30
S 8.31 -16.20 -9.22
O 8.32 -17.71 -9.15
O 8.27 -15.62 -10.59
O 7.18 -15.52 -8.18
H 7.11 -13.86 -7.00
H 7.55 -15.42 -6.28
H 9.87 -14.33 -6.56
H 9.29 -13.55 -8.01
C -7.34 -14.67 -4.17
C -6.00 -14.93 -4.89
O -5.26 -15.84 -4.12
S -5.87 -16.21 -2.61
O -5.22 -15.40 -1.60
O -6.08 -17.64 -2.29
O -7.32 -15.51 -3.00
H -8.18 -14.96 -4.80
H -7.37 -13.62 -3.86
H -5.43 -14.05 -5.20
H -6.22 -15.54 -5.77
C -0.88 -7.51 -10.79
C 0.50 -8.04 -10.96
O 0.70 -8.75 -9.72
S -0.23 -8.22 -8.49
O 0.59 -7.48 -7.44
O -1.02 -9.36 -8.03
O -1.05 -7.16 -9.42
H -1.62 -8.23 -11.14
H -0.89 -6.67 -11.48
H 1.27 -7.27 -11.06
H 0.52 -8.72 -11.81
```

Values from the calculation:
F_max in Eh/bohr: 0.105
ΔE to the lowest compared entry with this formula, charge and spin in eV: 4.319
HOMO-LUMO gap in eV: 10.89
SMILES: C[C@H]1COC(=O)O1.O=S1(=O)OCCO1.O=S1(=O)OCCO1.O=S1(=O)OCCO1.O=S1(=O)OCCO1.O=S1(=O)OCCO1.ClC(Cl)Cl.ClC(Cl)Cl

---

Entry 2:
The following is a quantum chemistry calculation of a structure of composition C16H28ClCuN4O4 at a distorted geometry, from the OMol25 dataset.

XYZ file:
```
54
C16H28ClCuN4O4 ωB97M-V with the def2-TZVPD basis set
Cu -2.59 -1.38 1.52
Cl -0.12 0.35 1.93
O -1.51 0.75 1.67
O 0.24 0.64 3.26
O -0.11 -1.11 1.72
O 0.74 1.02 1.00
C -2.00 4.01 -3.90
C -0.69 3.45 -3.38
C -0.83 2.60 -2.15
C -1.73 1.48 -2.36
N -2.47 0.60 -2.54
H -2.67 3.18 -4.10
H -1.81 4.58 -4.80
H -2.43 4.65 -3.13
H 0.01 4.28 -3.28
H -0.21 2.92 -4.22
H -1.39 3.11 -1.35
H 0.11 2.20 -1.79
C -5.11 2.79 3.19
C -4.08 3.07 2.06
C -4.41 2.38 0.71
C -4.45 0.94 0.82
N -4.39 -0.17 0.93
H -5.17 3.68 3.83
H -4.79 2.02 3.89
H -6.11 2.61 2.81
H -3.08 2.78 2.40
H -3.94 4.14 1.84
H -3.56 2.49 0.01
H -5.24 2.84 0.18
C 3.42 -2.39 -2.99
C 3.39 -1.80 -1.54
C 3.47 -0.26 -1.47
C 2.60 0.42 -2.41
N 1.89 0.95 -3.14
H 4.42 -2.31 -3.43
H 2.80 -1.84 -3.70
H 3.09 -3.43 -2.98
H 4.26 -2.27 -1.06
H 2.54 -2.12 -0.93
H 4.50 0.07 -1.60
H 3.09 0.01 -0.48
C 3.35 -3.53 3.46
C 2.15 -4.00 2.65
C 2.54 -4.73 1.38
C 3.42 -5.84 1.58
N 4.12 -6.73 1.76
H 4.17 -4.24 3.48
H 3.00 -3.25 4.45
H 3.72 -2.61 3.00
H 1.54 -3.13 2.40
H 1.61 -4.73 3.25
H 3.03 -4.06 0.66
H 1.63 -5.07 0.88
```

Values from the calculation:
F_max in Eh/bohr: 0.097
ΔE to the lowest compared entry with this formula, charge and spin in eV: 1.454
HOMO-LUMO gap in eV: 9.30

---

Entry 3:
The following is a quantum chemistry calculation of a structure of composition C16H28HfN6 at a distorted geometry, from the OMol25 dataset.

XYZ file:
```
51
C16H28HfN6 ωB97M-V with the def2-TZVPD basis set
Hf 0.01 0.13 -0.21
C 2.14 1.66 -1.82
C 2.82 1.35 -0.47
N 2.13 0.23 0.29
C 2.39 0.32 1.76
C 1.25 0.84 2.61
N -0.12 0.71 1.98
C -1.06 -0.11 2.88
C -2.29 -0.61 2.15
C -2.96 0.43 1.23
N -2.22 0.47 -0.09
C -2.55 1.74 -0.82
C -1.39 2.33 -1.59
N -0.07 2.26 -0.85
C 1.04 2.74 -1.74
H 1.74 0.68 -2.17
H 2.91 1.94 -2.57
H 2.81 2.24 0.19
H 3.88 1.05 -0.66
H 2.61 -0.62 -0.02
H 3.27 0.96 1.95
H 2.70 -0.69 2.12
H 1.43 1.90 2.85
H 1.29 0.31 3.57
H -0.54 1.64 2.04
H -1.34 0.58 3.71
H -0.42 -0.92 3.27
H -3.04 -0.86 2.90
H -2.11 -1.54 1.60
H -2.92 1.44 1.70
H -4.02 0.19 1.04
H -2.68 -0.27 -0.61
H -2.91 2.47 -0.07
H -3.35 1.54 -1.55
H -1.60 3.38 -1.83
H -1.26 1.86 -2.57
H -0.19 2.94 -0.09
H 1.48 3.69 -1.39
H 0.60 2.89 -2.73
N 0.88 -5.79 1.23
C 0.67 -4.98 0.40
C 0.40 -4.01 -0.58
C 0.28 -4.32 -1.96
C -0.03 -3.30 -2.87
C -0.13 -1.99 -2.44
N 0.06 -1.68 -1.12
C 0.32 -2.69 -0.22
H 0.40 -5.35 -2.26
H -0.27 -3.53 -3.92
H -0.51 -1.19 -3.08
H 0.50 -2.46 0.84
```

Values from the calculation:
F_max in Eh/bohr: 0.076
ΔE to the lowest compared entry with this formula, charge and spin in eV: 0.000
HOMO-LUMO gap in eV: 7.78
Total charge: +4